{"formula": "C28H59Cl4F9N6O8P2", "method": "ωB97M-V with the def2-TZVPD basis set", "species": ["C", "N", "C", "P", "O", "N", "C", "C", "N", "C", "C", "H", "H", "H", "H", "H", "H", "H", "H", "H", "H", "H", "H", "H", "H", "H", "H", "H", "H", "C", "N", "C", "P", "O", "N", "C", "C", "N", "C", "C", "H", "H", "H", "H", "H", "H", "H", "H", "H", "H", "H", "H", "H", "H", "H", "H", "H", "H", "C", "C", "O", "C", "O", "C", "F", "F", "F", "H", "H", "H", "H", "H", "C", "C", "O", "C", "O", "C", "F", "F", "F", "H", "H", "H", "H", "H", "C", "C", "O", "C", "O", "C", "F", "F", "F", "H", "H", "H", "H", "H", "Cl", "C", "C", "Cl", "H", "H", "H", "H", "Cl", "C", "C", "Cl", "H", "H", "H", "H"], "positions_angstrom": [[-2.9059, -3.1907, -5.3592], [-1.8848, -3.7669, -4.4442], [-2.3332, -5.0029, -3.8005], [-0.4938, -2.9551, -4.1961], [-0.2763, -1.8613, -5.1392], [-0.3142, -2.3584, -2.6809], [0.2742, -1.0371, -2.4688], [-0.0760, -3.1525, -1.4773], [0.5862, -4.1647, -4.3454], [0.4357, -5.0397, -5.5268], [2.0353, -3.8232, -4.0598], [-3.8882, -2.9976, -4.7883], [-3.0484, -3.9008, -6.2008], [-2.6036, -2.2346, -5.7067], [-2.1654, -5.9691, -4.3207], [-3.4282, -4.8543, -3.6472], [-1.7940, -5.1002, -2.8422], [1.3378, -1.1600, -2.4252], [-0.0412, -0.4152, -3.2890], [-0.0406, -0.6383, -1.6068], [-0.3059, -4.1905, -1.5201], [1.0231, -3.0949, -1.3100], [-0.7015, -2.6790, -0.6641], [0.5999, -6.1076, -5.2785], [-0.5610, -4.9741, -5.9426], [1.1158, -4.6617, -6.2603], [2.0394, -3.2610, -3.1360], [2.5091, -3.2534, -4.8705], [2.7159, -4.6666, -3.9035], [-3.7842, 3.8554, 1.3563], [-2.6588, 4.7933, 1.2253], [-2.9474, 6.1256, 1.7373], [-1.4204, 4.5128, 0.0942], [-1.1458, 3.1143, -0.0557], [-1.9195, 5.2564, -1.3276], [-1.4968, 4.6635, -2.6852], [-2.7804, 6.5114, -1.5258], [-0.1056, 5.4176, 0.6995], [0.7214, 6.2815, -0.1523], [0.4291, 5.3935, 2.0555], [-3.2765, 2.8963, 1.3612], [-4.4740, 3.9054, 0.4588], [-4.3285, 4.0518, 2.2234], [-3.5639, 6.0385, 2.6657], [-3.4511, 6.7387, 1.0141], [-2.0076, 6.5746, 2.0214], [-0.7624, 5.3130, -3.2236], [-1.0339, 3.6803, -2.5106], [-2.3967, 4.4480, -3.3530], [-2.3881, 7.3441, -0.9614], [-2.8076, 6.7403, -2.6257], [-3.8295, 6.2980, -1.0831], [1.0230, 7.2073, 0.4790], [1.7154, 5.8014, -0.4082], [0.1886, 6.6697, -1.0485], [0.1185, 6.2455, 2.6699], [1.5352, 5.2552, 2.0346], [0.0393, 4.5083, 2.5450], [2.2552, 0.8488, -0.0228], [1.0848, 1.4450, 0.5942], [0.2355, 0.4042, 1.0335], [-0.5204, 0.5581, 2.1060], [-0.7485, 1.5197, 2.7654], [-1.2184, -0.7635, 2.3837], [-0.5273, -1.7425, 1.7962], [-1.2364, -0.9371, 3.7523], [-2.5263, -0.8162, 2.0756], [2.0223, -0.0055, -0.6911], [2.9970, 0.5103, 0.6857], [2.8434, 1.5584, -0.5835], [0.5829, 2.0951, -0.1308], [1.3754, 2.1028, 1.3971], [-4.5159, -3.4418, 0.3354], [-5.4192, -2.7419, -0.6664], [-4.7758, -1.7626, -1.5203], [-4.7052, -0.5457, -0.9672], [-5.1674, -0.1865, 0.0502], [-3.9518, 0.2559, -2.0377], [-2.6424, -0.0850, -2.0011], [-4.4322, 0.0494, -3.2809], [-4.0148, 1.5812, -1.8805], [-3.5659, -3.8455, -0.1197], [-5.0937, -4.2588, 0.7872], [-4.2703, -2.6981, 1.1772], [-6.2784, -2.2393, -0.2313], [-5.8047, -3.4377, -1.4289], [8.1961, -0.2859, 3.7690], [7.3837, 0.6477, 2.8525], [6.3009, 1.2836, 3.5444], [5.4242, 1.9068, 2.7963], [5.3815, 1.9968, 1.6119], [4.4320, 2.6306, 3.7209], [5.0019, 3.4991, 4.5336], [3.5146, 3.2377, 2.9741], [3.8033, 1.6870, 4.4914], [9.0230, -0.7187, 3.1480], [7.6321, -1.0863, 4.1340], [8.5385, 0.2776, 4.5859], [6.8395, 0.1502, 2.0065], [7.9832, 1.4218, 2.4858], [-1.2038, -4.5039, 4.5085], [-0.1531, -3.8607, 5.7974], [0.9603, -3.2366, 5.0388], [2.0280, -2.2796, 6.2383], [0.1603, -4.7478, 6.3422], [-0.6353, -3.1574, 6.4010], [0.5325, -2.5458, 4.3166], [1.5696, -3.9553, 4.4796], [1.4713, -4.7392, 1.5802], [2.5511, -3.4789, 0.9985], [3.5183, -3.2516, 2.0926], [4.5470, -1.9110, 1.5088], [1.9843, -2.5940, 0.8448], [3.0515, -3.8017, 0.0852], [4.1813, -4.1121, 2.2212], [2.9989, -3.0236, 3.0446]], "mulliken_charge": [-1.06, 0.48, -0.74, 0.21, -0.97, 1.18, -1.78, -0.81, 0.20, -1.15, -0.79, 0.21, 0.31, 0.36, 0.20, 0.31, 0.15, 0.52, 0.38, 0.51, 0.45, -0.12, 0.12, 0.26, 0.39, 0.38, 0.05, 0.34, 0.32, -0.86, 0.22, -0.89, -0.12, -0.37, 0.27, -0.88, -1.02, 0.52, -1.03, -1.33, 0.14, 0.18, 0.46, 0.35, 0.28, 0.23, 0.30, 0.15, 0.36, 0.37, 0.40, 0.19, 0.35, 0.25, 0.27, 0.26, 0.51, 0.30, -0.75, -0.02, 0.22, 0.12, -0.51, 0.87, 0.09, -0.30, -0.30, -0.23, 0.01, 0.50, -0.03, 0.59, -0.70, -0.40, -0.31, 0.44, -0.55, 0.84, -0.17, -0.28, -0.25, 0.12, 0.42, 0.13, 0.38, 0.34, -1.27, -0.12, -0.28, 0.32, -0.52, 1.00, -0.27, -0.21, -0.27, 0.35, 0.35, 0.37, 0.24, 0.34, -0.18, -0.52, 0.09, -0.23, 0.36, 0.36, -0.18, 0.29, -0.19, 0.42, -0.25, -0.17, -0.58, 0.43, 0.44, -0.11], "e_above_lowest_kcal_mol": 6.4, "multiplicity": 1, "smiles": "CN(C)P(=O)(N(C)C)N(C)C.CN(C)P(=O)(N(C)C)N(C)C.CCOC(=O)C(F)(F)F.CCOC(=O)C(F)(F)F.CCOC(=O)C(F)(F)F.ClCCCl.ClCCCl"}

=====

{"formula": "C39H59F4N9O2RbS", "method": "ωB97M-V with the def2-TZVPD basis set", "species": ["Rb", "C", "C", "N", "C", "C", "C", "C", "N", "C", "C", "F", "C", "F", "C", "C", "F", "C", "F", "H", "H", "H", "H", "H", "H", "H", "H", "H", "H", "H", "H", "H", "H", "H", "N", "C", "C", "C", "C", "N", "C", "N", "N", "C", "O", "O", "H", "H", "H", "H", "H", "H", "H", "H", "H", "H", "H", "H", "H", "H", "S", "C", "N", "C", "C", "N", "H", "H", "H", "H", "H", "H", "C", "C", "C", "C", "C", "C", "C", "C", "N", "C", "C", "C", "C", "C", "C", "C", "C", "C", "C", "H", "H", "H", "H", "H", "H", "H", "H", "H", "H", "H", "H", "H", "H", "H", "H", "H", "H", "H", "H", "H", "H", "H", "H"], "positions_angstrom": [[0.0628, -0.0472, 3.8949], [-1.8599, 2.0046, -2.4851], [-2.1597, 1.0138, -1.4258], [-2.9085, 1.5321, -0.2408], [-4.1911, 2.0328, -0.5545], [-5.0975, 0.9988, -1.3161], [-2.0872, 2.4137, 0.6485], [-2.6679, 2.7221, 1.9715], [-2.5342, 1.5431, 2.8544], [-3.1742, 1.5679, 4.0266], [-3.3302, 0.3785, 4.7660], [-2.8450, -0.7711, 4.2193], [-3.9325, 0.2218, 5.9760], [-4.1550, -1.0220, 6.5428], [-4.5325, 1.2612, 6.6523], [-4.5109, 2.4571, 5.9575], [-5.0374, 3.6268, 6.3977], [-3.8260, 2.6293, 4.7395], [-3.8610, 3.8875, 4.2452], [-1.3409, 1.5062, -3.3184], [-1.3569, 2.8699, -2.0903], [-2.7751, 2.3690, -2.8677], [-1.2197, 0.5952, -1.0721], [-2.7459, 0.1911, -1.8530], [-4.1382, 2.9381, -1.1726], [-4.7629, 2.2822, 0.3408], [-4.7088, 0.7395, -2.3564], [-6.1175, 1.3455, -1.4396], [-5.2028, 0.0530, -0.7349], [-1.9353, 3.3974, 0.2127], [-1.1039, 1.9435, 0.7658], [-3.7004, 3.1008, 1.9575], [-2.0368, 3.5819, 2.3658], [-5.0963, 1.1026, 7.5679], [-3.7441, -0.9397, 1.6116], [-3.0581, -1.6735, 0.5658], [-4.0620, -2.5080, -0.3108], [-3.6278, -3.1768, -1.6278], [-2.6480, -4.3114, -1.6207], [-2.8680, -5.1604, -0.4376], [-1.8698, -5.7141, 0.3266], [-2.2965, -6.3783, 1.4926], [-0.6698, -5.6495, -0.1462], [-1.9277, -2.5255, 1.0935], [-1.6901, -2.9221, 2.2200], [-0.9790, -2.6307, 0.1325], [-3.3433, -0.0505, 1.9193], [-3.8521, -1.5129, 2.4517], [-2.6354, -0.9720, -0.1373], [-4.9164, -1.8238, -0.4680], [-4.4321, -3.3456, 0.3291], [-3.1029, -2.4350, -2.2977], [-4.5382, -3.4527, -2.1468], [-1.5899, -3.9742, -1.5671], [-2.7283, -4.8537, -2.5857], [-3.8154, -5.3375, -0.1735], [-2.9126, -5.7936, 2.1102], [-1.5239, -6.6851, 2.0309], [-0.2376, -3.2682, 0.4507], [-0.0079, -6.0145, 0.5790], [2.5885, -1.7783, 3.0892], [3.5506, -0.3640, 2.8157], [3.1264, 0.8361, 2.5478], [4.2801, 1.6820, 2.4226], [5.4765, 0.8868, 2.8257], [4.9342, -0.4993, 2.8237], [2.4334, 1.0985, 0.1621], [4.1196, 2.6327, 2.9634], [4.4137, 2.0381, 1.4045], [5.7699, 1.1474, 3.8525], [6.3407, 0.9701, 2.2051], [5.2801, -1.0905, 3.5029], [1.2871, 3.2429, -5.0727], [1.5152, 3.2524, -3.5643], [1.1957, 4.3634, -2.8188], [1.2396, 4.3615, -1.4394], [0.7499, 5.5320, -0.6038], [1.6452, 3.2130, -0.8061], [1.9918, 2.0602, -1.5081], [1.9701, 2.0866, -2.8917], [2.3371, 0.9203, -0.8247], [3.1726, -0.1525, -1.3567], [4.4237, 0.3796, -2.0420], [5.3588, -0.8921, -2.4073], [4.5759, -1.8229, -3.3784], [3.2957, -2.3215, -2.6628], [3.6895, -3.1259, -1.4368], [4.4811, -2.1952, -0.4539], [5.7580, -1.6803, -1.1273], [3.6265, -0.9635, -0.1254], [2.3917, -1.1622, -2.2553], [0.3410, 3.6753, -5.2899], [1.3447, 2.2162, -5.4109], [2.1104, 3.7625, -5.5687], [0.8585, 5.2393, -3.3633], [1.5916, 6.1794, -0.2557], [0.1501, 5.2793, 0.3120], [0.1225, 6.1788, -1.2188], [1.6291, 3.2648, 0.2892], [2.1653, 1.1924, -3.4663], [4.9689, 1.0988, -1.4234], [4.1741, 0.9299, -2.9973], [6.2702, -0.5174, -2.8691], [5.1448, -2.7107, -3.7081], [4.3565, -1.2386, -4.2862], [2.7390, -2.9887, -3.3874], [4.3467, -3.9789, -1.7587], [2.8418, -3.5590, -1.0680], [4.6104, -2.7518, 0.4610], [6.4007, -2.5328, -1.3844], [6.3159, -1.0363, -0.4371], [4.1699, -0.2822, 0.5082], [2.7385, -1.2470, 0.3865], [1.5480, -1.4967, -1.6872], [2.0083, -0.6890, -3.1856]], "mulliken_charge": [0.86, -1.43, -0.70, 1.53, -0.77, -0.96, -0.13, -1.44, -0.47, 0.52, 0.06, -0.30, -0.13, -0.32, -0.56, 0.11, -0.32, 0.43, -0.36, 0.41, 0.11, 0.40, 0.67, -0.20, 0.41, 0.32, 0.15, 0.54, -0.03, 0.21, -0.12, 0.41, 0.38, 0.45, -0.19, 2.93, -1.33, -0.42, -0.59, -0.17, 0.50, -0.60, -0.76, -0.12, -0.68, -0.04, 0.22, 0.33, -1.70, 0.20, 0.39, 0.03, 0.40, 0.03, 0.47, 0.26, 0.27, 0.29, 0.30, 0.19, -0.56, -0.21, -0.33, -0.14, -0.70, -0.14, -0.38, 0.47, -0.03, 0.28, 0.34, 0.29, -2.12, 0.35, -0.62, 0.35, -1.73, -0.19, 0.88, -0.18, 0.73, 1.40, -0.98, 0.16, -1.38, 0.56, -1.76, 0.08, -1.48, -2.89, -1.18, 0.45, 0.34, 0.41, 0.31, 0.39, 0.27, 0.38, 0.43, 0.10, 0.37, 0.39, 0.32, 0.51, 0.45, 0.30, 0.51, 0.61, 0.42, 0.55, 0.42, 0.36, 1.01, 0.46, 0.45], "e_above_lowest_kcal_mol": 0.0, "multiplicity": 1, "charge": -1}

=====

Asked for frontier orbital gap across the records above, the calculation gives 9.04, 6.24 eV in order.
Asked for HOMO level across the records above, the calculation gives -0.313, -0.158 Eh in order.
Asked for maximum force across the records above, the calculation gives 4.32, 3.68 eV/Å in order.